(w)
C8H13N2O | wB97M-V/def2-TZVPD

Properties
**E_HOMO**: -13.7381 eV
**E_LUMO**: -0.199 Ha
**Orbital gap**: 8.314 eV
**Charge**: +1

Each line ends with the natural charge from an NBO analysis.
Geometry (Å):
C1 -1.28724 -1.72844 1.11379  0.326
C2 -0.43790 -1.22202 -1.37211  0.616
C3 -0.32129 0.34936 1.88494  0.563
C4 -1.59239 -1.44460 -0.33556  -0.638
C5 0.83108 -0.55982 -0.87705  -0.275
C6 1.80203 0.02866 -1.91744  -0.643
C7 0.04601 1.77867 -0.28565  -0.639
C8 0.63917 0.61100 0.43368  -0.186
N1 -0.93464 -0.79247 1.99781  -0.474
N2 -0.51328 1.37993 2.64854  -0.722
O1 -0.48834 -1.73712 -2.40797  -0.457
H1 1.18759 -1.43878 -0.26434  0.246
H2 -2.19300 -2.24752 -0.82575  0.290
H3 -2.04305 -0.44437 -0.45654  0.266
H4 1.64213 1.05014 -2.15288  0.232
H5 1.54787 -0.48562 -2.84054  0.256
H6 2.75203 -0.34343 -1.70739  0.242
H7 -0.66739 1.39056 -0.96381  0.209
H8 0.85202 2.37093 -0.74756  0.250
H9 -0.47704 2.31100 0.50518  0.217
H10 -1.15756 -2.78942 1.46809  0.238
H11 1.55667 0.77875 0.87306  0.212
H12 -0.95100 1.12793 3.60746  0.447
H13 0.20753 2.05670 2.62206  0.424

=====

(x)
C8H13N2O | wB97M-V/def2-TZVPD

Properties
**E_HOMO**: -13.4198 eV
**E_LUMO**: -0.187 Ha
**Orbital gap**: 8.330 eV
**Charge**: +1

Each line ends with the natural charge from an NBO analysis.
Geometry (Å):
C1 0.38842 -1.02448 -2.02724  -0.023
C2 -0.43944 -0.12321 -2.70287  -0.299
C3 -0.17029 -1.06751 -0.64729  -0.234
C4 -1.51155 0.23303 -1.84951  0.170
C5 1.14420 -0.81992 0.34824  0.753
C6 2.18091 0.32091 2.14208  -0.409
C7 0.44822 1.55561 0.81740  -0.436
C8 -2.37625 -0.39669 0.33840  -0.433
N1 1.18682 0.31798 1.07165  -0.444
N2 -1.36629 -0.38057 -0.69804  -0.286
O1 1.96254 -1.67327 0.24411  -0.540
H1 1.31633 -1.45311 -2.35972  0.272
H2 -0.42036 0.08566 -3.73240  0.256
H3 -0.29551 -2.18973 -0.24497  0.321
H4 -2.14766 1.07360 -2.16026  0.263
H5 2.15055 -0.67239 2.47907  0.224
H6 3.17440 0.60798 1.81874  0.217
H7 2.04510 1.02114 2.93745  0.223
H8 0.79812 2.38281 1.50277  0.256
H9 0.53744 1.80020 -0.31932  0.216
H10 -0.64311 1.60389 1.18360  0.203
H11 -3.34997 -0.82347 -0.10473  0.250
H12 -2.10352 -1.03507 1.15997  0.242
H13 -2.50911 0.65662 0.80286  0.238

=====

Quick look at relative energies in eV: (w) 1.003; (x) 0.000.

=====

(w)
C34H31N3O3PRuS | wB97M-V/def2-TZVPD

Properties
**Spin multiplicity**: 5
**E_HOMO (spin up / spin down)**: -11.0923 / -11.2854 eV
**E_LUMO (spin up / spin down)**: -0.117 / -0.192 Ha
**Orbital gap (spin up / spin down)**: 7.919 / 6.054 eV
**Charge**: +1

Each line ends with the Mulliken spin population.
Geometry (Å):
Ru1 -0.19656 0.95553 0.91968  2.933
C1 6.16057 -0.21534 1.55144  0.001
C2 5.17078 0.16244 2.44767  0.005
C3 3.90402 0.47821 1.98379  0.030
C4 3.63550 0.41684 0.61692  -0.011
C5 4.62266 0.02224 -0.28401  0.003
C6 5.88572 -0.29032 0.19184  0.002
P1 2.02762 0.99957 0.04813  0.194
C7 1.62861 0.12643 -1.49028  0.005
C8 0.95492 0.80249 -2.50841  0.007
C9 0.48317 0.09895 -3.60300  -0.013
C10 0.66578 -1.27508 -3.68112  0.019
C11 1.33443 -1.94960 -2.66806  -0.004
C12 1.81410 -1.25367 -1.57089  0.031
C13 2.24234 2.74866 -0.35891  -0.045
C14 3.38539 3.32152 -0.85844  0.031
C15 3.41506 4.70395 -1.10803  -0.015
C16 2.32457 5.48521 -0.82877  0.027
C17 1.14959 4.92673 -0.27911  -0.014
C18 0.02615 5.70331 0.09186  0.124
C19 -1.06296 5.12052 0.68644  -0.031
C20 -1.10593 3.73457 0.90771  0.078
C21 -0.03758 2.93162 0.54807  -0.188
C22 1.10985 3.53130 -0.04635  0.079
H1 7.15203 -0.45498 1.91196  0.000
H2 5.38377 0.21110 3.50700  0.000
H3 3.12015 0.77489 2.67180  0.003
H4 4.40800 -0.04021 -1.34380  0.003
H5 6.65810 -0.59462 -0.50197  0.000
H6 0.80586 1.87382 -2.44209  -0.003
H7 -0.04057 0.62185 -4.39253  0.000
H8 0.28719 -1.81873 -4.53656  0.001
H9 1.47810 -3.02074 -2.72539  0.000
H10 2.32571 -1.78142 -0.77522  0.001
H11 4.26265 2.71936 -1.05872  0.000
H12 4.31332 5.15075 -1.51211  0.000
H13 2.35755 6.55284 -1.00874  0.001
H14 0.03830 6.77107 -0.08914  0.005
H15 -1.90873 5.72546 0.98494  0.002
H16 -1.98586 3.30330 1.36999  0.013
C23 -5.16643 -2.70473 -0.21226  0.001
C24 -4.85746 -1.80153 0.97917  0.000
N1 -4.16251 -0.56810 0.58600  0.020
C25 -4.95319 0.66099 0.49184  0.014
C26 -5.66637 0.81273 -0.84973  -0.002
C27 -2.86812 -0.62353 0.29222  -0.004
S1 -2.11131 0.78372 -0.46681  0.269
N2 -2.24856 -1.77985 0.45053  0.030
C28 -0.96718 -1.99860 0.67105  0.007
O1 -0.10257 -1.10677 0.96077  0.092
C29 -0.50662 -3.40166 0.60943  -0.002
C30 -1.38544 -4.43819 0.29895  -0.003
C31 -0.93122 -5.74468 0.27515  0.000
C32 0.39620 -6.02833 0.56933  0.001
C33 1.27719 -4.99898 0.87192  -0.001
C34 0.82870 -3.69031 0.89201  0.012
H17 -5.59574 -3.64081 0.14474  0.000
H18 -4.25679 -2.93220 -0.76573  0.000
H19 -5.88050 -2.23931 -0.89035  0.000
H20 -4.23514 -2.33427 1.69491  0.000
H21 -5.77888 -1.50750 1.47786  0.000
H22 -4.29094 1.50640 0.65382  -0.006
H23 -5.67514 0.64293 1.30742  0.000
H24 -4.94843 0.74378 -1.66734  0.002
H25 -6.15144 1.78712 -0.89822  -0.001
H26 -6.42473 0.04235 -0.98339  0.000
H27 -2.41927 -4.20748 0.08429  -0.001
H28 -1.61406 -6.54754 0.03097  0.000
H29 0.74561 -7.05242 0.57447  0.000
H30 2.31311 -5.21596 1.09697  0.000
H31 1.49902 -2.87869 1.14170  -0.008
O2 -1.59068 0.68229 2.84670  0.155
N3 -0.76902 1.04466 3.70211  0.032
O3 0.30456 1.45463 3.26195  0.122

=====

(x)
C34H31N3O3PRuS | wB97M-V/def2-TZVPD

Properties
**Spin multiplicity**: 5
**E_HOMO (spin up / spin down)**: -10.9282 / -11.2404 eV
**E_LUMO (spin up / spin down)**: -0.116 / -0.186 Ha
**Orbital gap (spin up / spin down)**: 7.777 / 6.186 eV
**Charge**: +1

Each line ends with the Mulliken spin population.
Geometry (Å):
Ru1 0.43762 0.81635 0.10466  3.250
C1 5.79512 0.56624 -2.46320  -0.002
C2 6.18050 0.68842 -1.13476  0.001
C3 5.23123 0.63287 -0.12741  -0.001
C4 3.88645 0.46043 -0.45142  -0.016
C5 3.50454 0.33225 -1.78500  0.026
C6 4.45871 0.38463 -2.78856  0.009
P1 2.64851 0.26709 0.84959  -0.091
C7 3.22050 1.16344 2.29294  0.021
C8 3.84353 2.40018 2.12695  -0.008
C9 4.21239 3.13797 3.23750  0.002
C10 3.95263 2.65033 4.51249  -0.006
C11 3.32445 1.42511 4.67874  0.003
C12 2.95392 0.67832 3.57093  -0.006
C13 2.54464 -1.49362 1.18972  -0.064
C14 3.46122 -2.28287 1.83443  0.017
C15 3.27920 -3.67916 1.84024  -0.012
C16 2.22389 -4.24826 1.17668  0.016
C17 1.28069 -3.45327 0.48550  -0.017
C18 0.19394 -3.99073 -0.24965  0.098
C19 -0.67066 -3.16726 -0.91546  -0.035
C20 -0.52202 -1.76375 -0.86450  0.000
C21 0.50441 -1.19921 -0.13726  0.058
C22 1.43669 -2.05317 0.52186  -0.112
H1 6.53948 0.61237 -3.24689  0.000
H2 7.22301 0.82710 -0.88172  0.000
H3 5.53786 0.73231 0.90679  0.000
H4 2.46450 0.17460 -2.04692  0.017
H5 4.15779 0.28441 -3.82269  0.000
H6 4.04099 2.78221 1.13186  0.005
H7 4.69978 4.09559 3.11072  0.000
H8 4.24038 3.22996 5.37953  0.000
H9 3.11602 1.05061 5.67170  0.000
H10 2.44276 -0.26631 3.70266  -0.003
H11 4.32168 -1.84873 2.32890  0.001
H12 3.99179 -4.30467 2.36037  -0.001
H13 2.10396 -5.32467 1.17066  0.000
H14 0.06303 -5.06515 -0.28400  0.004
H15 -1.49118 -3.58674 -1.48220  0.000
H16 -1.24533 -1.14254 -1.37828  0.028
C23 -1.56039 5.26222 1.75491  0.002
C24 -1.22894 5.68857 0.33309  -0.003
N1 -0.18988 4.85358 -0.29873  0.028
C25 1.14700 5.44408 -0.40787  0.011
C26 1.81124 5.62194 0.94882  0.003
C27 -0.50028 3.63739 -0.69581  -0.005
S1 0.71420 2.60045 -1.45249  0.385
N2 -1.78034 3.27318 -0.63663  0.051
C28 -2.24374 2.06180 -0.46156  0.011
O1 -1.55387 1.04166 -0.08206  0.097
C29 -3.69293 1.83624 -0.64427  -0.007
C30 -4.24229 0.59385 -0.33280  0.006
C31 -5.59708 0.37396 -0.51148  0.001
C32 -6.40645 1.39000 -1.00130  0.000
C33 -5.86258 2.62994 -1.31102  0.001
C34 -4.50967 2.85604 -1.13040  0.000
H17 -2.31550 5.93436 2.16270  0.000
H18 -0.68362 5.29679 2.39950  0.000
H19 -1.96023 4.25024 1.77584  -0.001
H20 -0.85122 6.70994 0.31058  0.000
H21 -2.11684 5.64004 -0.29599  0.003
H22 1.02904 6.40467 -0.91290  -0.001
H23 1.75141 4.81101 -1.05050  -0.005
H24 1.28370 6.35180 1.56274  0.001
H25 2.82976 5.98491 0.80656  0.000
H26 1.84055 4.67488 1.48682  -0.002
H27 -3.60547 -0.18798 0.05797  -0.001
H28 -6.02458 -0.58862 -0.26520  0.000
H29 -7.46553 1.21625 -1.13934  0.000
H30 -6.49568 3.42016 -1.69122  0.000
H31 -4.07450 3.81685 -1.36621  0.000
O2 -0.14449 0.63209 2.48739  0.115
N3 0.05501 1.82443 2.68853  0.016
O3 0.50889 2.43049 1.67127  0.112

=====

Quick look at relative energies in eV: (w) 0.191; (x) 0.000.

=====

(w)
C3HN3O2 | wB97M-V/def2-TZVPD

Properties
**E_HOMO**: -11.0498 eV
**E_LUMO**: -0.030 Ha
**Orbital gap**: 10.221 eV
**Charge**: 0

Each line ends with the natural charge from an NBO analysis.
Geometry (Å):
C1 -0.45105 0.47090 0.01152  0.418
C2 0.28218 -0.61677 0.27349  -0.124
C3 1.59725 -0.63975 -0.03073  0.234
H1 -0.38727 2.37751 0.38063  0.509
N1 -1.67746 0.27595 -0.20725  -0.156
N2 -0.60500 -1.65333 0.01639  0.062
N3 2.75787 -0.67587 -0.21520  -0.231
O1 0.24483 1.57650 -0.08684  -0.630
O2 -1.76133 -1.11515 -0.14202  -0.082

=====

(x)
C3HN3O2 | wB97M-V/def2-TZVPD

Properties
**E_HOMO**: -10.9412 eV
**E_LUMO**: -0.008 Ha
**Orbital gap**: 10.713 eV
**Charge**: 0

Each line ends with the natural charge from an NBO analysis.
Geometry (Å):
C1 0.37750 -1.77881 0.64565  0.368
C2 0.57369 0.26078 0.37010  0.154
C3 -0.51466 -0.19257 -0.39922  0.344
H1 0.41137 -2.82210 1.06779  0.220
N1 1.21696 -0.86229 1.01088  -0.392
N2 0.59029 1.55172 0.36999  -0.034
N3 -1.08559 0.78063 -1.07964  -0.101
O1 -0.67606 -1.51463 -0.32710  -0.415
O2 -0.33422 1.86403 -0.53235  -0.143

=====

Quick look at relative energies in eV: (w) 0.690; (x) 0.000.